#a
The following is a quantum chemistry calculation of a cluster of 3 separate species, C3H13NO2S in total, from the Open Molecules 2025 dataset.

Each atom is followed by the atoms it is bonded to, with distances in Å.
Cartesian coordinates (Å):
1 C 1.376 -1.351 0.148  N2 1.477, H6 1.082, H7 1.087, H8 1.095
2 N 0.073 -0.704 0.402  C1 1.477, C3 1.469, H9 1.015
3 C 0.313 0.742 0.306  N2 1.469, C4 1.518, H10 1.090, H11 1.094
4 C -0.784 1.736 0.643  C3 1.518, S5 1.829, H12 1.131, H13 1.105
5 S -0.044 3.347 1.093  C4 1.829, H14 1.346
6 H 1.178 -2.410 0.254  C1 1.082
7 H 2.060 -1.071 0.945  C1 1.087
8 H 1.889 -1.044 -0.770  C1 1.095
9 H -0.588 -1.055 -0.282  N2 1.015
10 H 1.149 0.912 0.984  C3 1.090
11 H 0.409 0.859 -0.778  C3 1.094
12 H -1.573 2.108 -0.078  C4 1.131
13 H -1.502 1.405 1.414  C4 1.105
14 H -0.040 3.747 -0.192  S5 1.346
15 O -0.793 0.172 -4.886  H16 0.955, H17 0.954
16 H -0.405 -0.331 -4.174  O15 0.955
17 H -1.746 0.221 -4.894  O15 0.954
18 O -0.193 -2.187 3.025  H19 0.964, H20 0.957
19 H 0.283 -2.934 3.405  O18 0.964
20 H -1.058 -2.162 3.434  O18 0.957

## Properties
Lowest unoccupied orbital energy: 0.50 eV
SMILES: CNCCS.O.O
Multiplicity: 1

Atom charges from the Mulliken analysis, given in e for atoms 1 to 8: number 1, C, carries -1.0507; number 2, N, carries -0.2775; number 3, C, carries -0.3431; number 4, C, carries -0.8159; number 5, S, carries -0.2087; number 6, H, carries 0.3586; number 7, H, carries 0.3436; number 8, H, carries 0.3560

***

#b
The following is a quantum chemistry calculation of a cluster of 3 separate species, C3H13NO2S in total, from the Open Molecules 2025 dataset.

Each atom is followed by the atoms it is bonded to, with distances in Å.
Cartesian coordinates (Å):
1 C 1.338 0.780 -0.749  C2 1.544, H6 1.087, H7 1.087, H8 1.089
2 C 0.007 0.080 -1.098  C1 1.544, N3 1.464, C4 1.523, H9 1.079
3 N -0.374 0.411 -2.472  C2 1.464, H10 1.006, H11 1.006
4 C -1.013 0.635 -0.112  C2 1.523, S5 1.825, H12 1.089, H13 1.095
5 S -2.520 -0.391 -0.028  C4 1.825, H14 1.329
6 H 1.981 0.171 -0.118  C1 1.087
7 H 1.926 0.914 -1.654  C1 1.087
8 H 1.195 1.757 -0.290  C1 1.089
9 H 0.169 -0.985 -1.037  C2 1.079
10 H -1.051 1.150 -2.560  N3 1.006
11 H -0.653 -0.376 -3.033  N3 1.006
12 H -1.233 1.675 -0.351  C4 1.089
13 H -0.606 0.684 0.903  C4 1.095
14 H -3.197 0.404 0.795  S5 1.329
15 O 0.974 0.483 2.727  H16 0.967, H17 0.966
16 H 0.827 -0.369 2.294  O15 0.967
17 H 0.846 0.355 3.677  O15 0.966
18 O 0.497 -2.103 1.137  H19 0.962, H20 0.961
19 H -0.301 -2.633 1.225  O18 0.962
20 H 1.188 -2.642 0.744  O18 0.961

## Properties
Lowest unoccupied orbital energy: 0.41 eV
SMILES: C[C@H](N)CS.O.O
Multiplicity: 1

Atom charges from the Mulliken analysis, given in e for atoms 1 to 8: number 1, C, carries -1.4313; number 2, C, carries 0.3952; number 3, N, carries -0.6029; number 4, C, carries -0.8055; number 5, S, carries -0.2690; number 6, H, carries 0.2909; number 7, H, carries 0.4866; number 8, H, carries 0.2330

***

#c
The following is a quantum chemistry calculation of a cluster of 3 separate species, C3H13NO2S in total, from the Open Molecules 2025 dataset.

Each atom is followed by the atoms it is bonded to, with distances in Å.
Cartesian coordinates (Å):
1 C -1.829 -0.858 0.311  N2 1.481, H6 1.101, H7 1.095, H8 1.085
2 N -0.755 -0.458 -0.627  C1 1.481, C3 1.517, H9 1.010
3 C 0.565 -0.195 0.073  N2 1.517, C4 1.500, H10 1.100, H11 1.128
4 C 1.695 -0.103 -0.909  C3 1.500, S5 1.824, H12 1.109, H13 1.085
5 S 3.118 0.652 -0.052  C4 1.824, H14 1.330
6 H -2.033 0.108 0.798  C1 1.101
7 H -1.476 -1.572 1.062  C1 1.095
8 H -2.754 -1.118 -0.194  C1 1.085
9 H -0.519 -0.969 -1.465  N2 1.010
10 H 0.458 0.704 0.698  C3 1.100
11 H 0.787 -1.032 0.796  C3 1.128
12 H 1.980 -1.088 -1.331  C4 1.109
13 H 1.380 0.495 -1.757  C4 1.085
14 H 3.688 1.265 -1.085  S5 1.330
15 O -0.414 -0.231 3.176  H16 0.965, H17 0.965
16 H -0.499 -0.866 2.454  O15 0.965
17 H -0.787 -0.664 3.954  O15 0.965
18 O -0.469 1.893 -2.017  H19 0.966, H20 0.969
19 H -1.132 1.428 -1.491  O18 0.966
20 H -1.003 2.610 -2.393  O18 0.969

## Properties
Lowest unoccupied orbital energy: 0.75 eV
SMILES: CNCCS.O.O
Multiplicity: 1

Atom charges from the Mulliken analysis, given in e for atoms 1 to 8: number 1, C, carries -0.8707; number 2, N, carries -0.3095; number 3, C, carries -0.7247; number 4, C, carries -0.6127; number 5, S, carries -0.2557; number 6, H, carries 0.3683; number 7, H, carries 0.2588; number 8, H, carries 0.3389

***

Most stable = #b